Record 1
This record from OMol25 describes 6 unconnected molecules or ions with the total composition C18H45BO10S at a distorted geometry. The level of theory is the ωB97M-V functional and the def2-TZVPD basis.

CARTESIAN COORDINATES (ANGSTROEM)
1 S 1.052 2.880 1.176
2 O 4.168 1.251 2.931
3 O 0.375 -1.594 5.076
4 O -0.175 -0.525 1.769
5 O -1.159 -3.207 -2.174
6 O -2.618 0.914 -1.007
7 O 3.575 1.494 5.129
8 O 1.656 -1.222 0.253
9 O 5.270 1.183 -0.818
10 O 1.962 0.790 3.566
11 O -4.266 -0.810 -3.763
12 C -4.421 -0.644 -6.171
13 C -3.680 1.145 -0.088
14 C -0.407 -0.807 5.965
15 C -2.866 -4.900 -2.394
16 C 1.504 -0.723 -2.134
17 C 3.295 1.150 1.761
18 C 5.936 1.539 -2.026
19 C 5.452 0.677 -3.176
20 C 0.687 -1.149 -0.829
21 C -1.611 -0.229 5.246
22 C 0.247 3.503 2.715
23 C 2.836 2.633 1.542
24 C 0.432 5.070 2.890
25 C -1.729 -4.156 -3.067
26 C -3.991 -0.114 0.699
27 C 2.318 0.099 2.330
28 C -3.817 -1.379 -4.990
29 C 3.241 1.211 4.016
30 B 1.187 -0.565 1.405
31 H -1.294 0.401 4.410
32 H -2.509 -5.432 -1.508
33 H -4.800 0.057 1.412
34 H -0.951 -4.852 -3.396
35 H 5.724 2.591 -2.222
36 H 0.636 2.905 3.576
37 H -0.860 3.315 2.662
38 H -3.368 1.947 0.584
39 H -0.523 0.386 1.671
40 H -4.283 -0.926 0.027
41 H 3.708 0.728 0.805
42 H 5.953 0.951 -4.107
43 H 0.662 -1.017 4.357
44 H -5.228 -0.884 -3.741
45 H -2.228 -1.028 4.829
46 H 5.644 -0.380 -2.974
47 H -5.513 -0.697 -6.141
48 H 2.863 -0.817 2.725
49 H 1.420 5.343 2.434
50 H -2.221 0.371 5.925
51 H -4.150 0.413 -6.141
52 H 5.470 0.254 -0.644
53 H 1.163 0.262 -2.537
54 H 0.371 5.358 3.972
55 H 3.400 3.026 0.650
56 H -3.320 -5.623 -3.076
57 H -0.725 -1.452 6.785
58 H 0.220 -0.009 6.376
59 H -0.401 5.552 2.308
60 H 4.374 0.788 -3.310
61 H -2.092 -3.610 -3.938
62 H 1.408 -1.543 -2.888
63 H 3.119 3.328 2.381
64 H 0.311 -2.185 -1.027
65 H 7.015 1.425 -1.882
66 H -4.076 -1.070 -7.115
67 H -2.729 -1.307 -5.012
68 H -0.110 -0.383 -0.693
69 H -2.899 0.211 -1.610
70 H -0.832 -3.691 -1.404
71 H -3.107 -0.453 1.243
72 H -4.093 -2.439 -5.008
73 H -3.635 -4.200 -2.060
74 H -4.560 1.485 -0.644
75 H 2.595 -0.613 -1.884

Properties
Kohn-Sham gap = 9.4 eV
DFT total energy = -51382.22115 eV
net charge = 0
structure (SMILES) = CCOB(O)[C@@H]1OC(=O)O[C@@H]1CSCC.CCO.CCO.CCO.CCO.CCO

***

Record 2
This record from OMol25 describes 8 unconnected molecules or ions with the total composition C18H45BrIN2O7. The level of theory is the ωB97M-V functional and the def2-TZVPD basis.

CARTESIAN COORDINATES (ANGSTROEM)
1 I 2.305 1.226 -0.268
2 Br -3.377 -0.170 -0.449
3 O 2.119 2.614 -4.050
4 O -1.965 -3.273 4.095
5 O 2.280 -2.286 3.989
6 O -1.151 3.089 0.425
7 O 0.528 -5.028 2.538
8 O -1.818 1.576 -3.102
9 O 4.085 6.897 -4.949
10 N -1.389 -1.445 0.941
11 N -0.196 -1.756 1.423
12 C 3.465 2.337 -4.440
13 C 3.574 1.084 -5.286
14 C 3.047 7.111 -3.997
15 C 2.680 5.838 -3.256
16 C -3.748 1.465 -4.597
17 C -1.636 -0.438 0.108
18 C -2.240 1.535 -4.470
19 C 1.477 -7.276 2.730
20 C -1.934 4.866 -1.064
21 C 0.842 -3.164 5.755
22 C 0.799 -0.989 1.064
23 C 0.644 0.108 0.191
24 C -0.602 0.380 -0.316
25 C -3.262 -3.624 4.580
26 C 0.238 -6.409 2.795
27 C -3.191 -4.488 5.824
28 C 1.227 -1.974 4.904
29 C -2.308 3.769 -0.089
30 H -0.793 1.193 -1.000
31 H 1.589 -1.151 5.518
32 H -2.826 5.352 -1.460
33 H -1.486 -4.083 3.884
34 H 3.231 0.209 -4.728
35 H -2.639 -3.975 6.612
36 H -2.906 3.005 -0.587
37 H 2.316 5.075 -3.943
38 H -2.675 -5.428 5.612
39 H -2.151 -2.033 1.267
40 H -1.855 2.448 -4.920
41 H -4.212 2.318 -4.102
42 H 3.557 5.434 -2.746
43 H 1.687 -3.524 6.342
44 H 2.223 -6.928 3.444
45 H -4.189 -4.725 6.194
46 H 0.908 -4.978 1.655
47 H 3.769 6.257 -5.594
48 H -1.769 0.688 -4.977
49 H 2.167 7.529 -4.497
50 H 3.429 7.864 -3.310
51 H 2.954 1.175 -6.178
52 H -4.051 1.462 -5.644
53 H -2.127 0.779 -2.663
54 H 1.803 1.863 -3.539
55 H 3.797 3.210 -5.000
56 H 4.101 2.252 -3.550
57 H 4.605 0.908 -5.593
58 H 0.508 -3.979 5.111
59 H -0.613 3.746 0.879
60 H -2.893 4.171 0.742
61 H -1.362 4.457 -1.898
62 H -3.764 -2.682 4.797
63 H -0.196 -6.437 3.795
64 H 1.901 6.030 -2.515
65 H 0.029 -2.909 6.435
66 H 1.237 -8.315 2.954
67 H 1.967 -3.022 3.449
68 H -0.518 -6.763 2.088
69 H 0.349 -1.626 4.347
70 H 1.923 -7.239 1.733
71 H -1.322 5.626 -0.575
72 H 1.768 -1.242 1.469
73 H -4.135 0.553 -4.132
74 H -3.829 -4.138 3.795

Properties
Kohn-Sham gap = 6.9 eV
DFT total energy = -114842.66355 eV
net charge = +1

***

Record 3
This record from OMol25 describes a molecular structure, C18H45ClCrF3NO16P3S2 at a distorted geometry. The level of theory is the ωB97M-V functional and the def2-TZVPD basis.

CARTESIAN COORDINATES (ANGSTROEM)
1 Cr 28.306 -20.681 15.300
2 Cl 30.543 -19.776 15.798
3 S 27.273 -17.502 15.227
4 S 25.803 -18.830 16.294
5 P 29.908 -23.709 14.744
6 P 25.508 -22.810 15.121
7 P 28.109 -22.268 18.450
8 F 28.510 -17.666 14.249
9 F 28.269 -20.379 13.220
10 F 25.856 -20.128 17.223
11 O 25.586 -17.772 17.276
12 O 26.376 -16.949 14.230
13 O 26.032 -24.389 15.121
14 O 29.101 -22.280 19.633
15 O 29.227 -24.688 13.730
16 O 28.233 -23.743 17.659
17 O 29.055 -22.511 15.013
18 O 27.863 -16.621 16.235
19 O 30.126 -24.664 16.030
20 O 31.359 -23.467 14.005
21 O 26.648 -22.244 19.089
22 O 28.343 -21.232 17.384
23 O 26.589 -21.763 15.007
24 O 24.716 -19.223 15.386
25 O 24.637 -22.669 16.471
26 O 24.406 -22.765 13.968
27 N 27.135 -19.134 15.774
28 C 31.643 -22.392 13.143
29 C 29.006 -24.323 12.388
30 C 26.293 -26.552 13.859
31 C 26.382 -21.505 20.321
32 C 32.526 -25.030 16.484
33 C 23.643 -23.580 16.676
34 C 26.912 -20.008 20.327
35 C 27.718 -24.899 18.229
36 C 30.417 -21.694 19.408
37 C 25.803 -25.071 13.916
38 C 33.036 -22.476 12.553
39 C 24.269 -21.661 13.064
40 C 22.938 -21.515 12.532
41 C 31.514 -22.305 20.270
42 C 30.219 -24.786 11.615
43 C 28.739 -25.343 19.267
44 C 22.774 -22.911 17.767
45 C 31.168 -25.549 16.108
46 H 33.607 -22.732 13.445
47 H 22.778 -20.721 11.803
48 H 29.648 -25.730 18.807
49 H 26.897 -21.887 21.202
50 H 27.707 -25.737 17.532
51 H 22.538 -22.454 12.150
52 H 30.432 -20.606 19.454
53 H 26.720 -24.591 18.544
54 H 27.351 -26.578 13.598
55 H 28.123 -24.806 11.968
56 H 31.183 -24.917 12.107
57 H 22.893 -23.773 15.909
58 H 23.220 -22.611 18.715
59 H 25.300 -21.474 20.449
60 H 28.832 -23.257 12.238
61 H 28.197 -25.989 19.958
62 H 33.079 -23.114 11.671
63 H 27.997 -19.990 20.428
64 H 21.917 -23.520 18.055
65 H 31.611 -23.367 20.042
66 H 31.379 -22.158 21.341
67 H 32.482 -21.968 19.899
68 H 30.777 -22.249 12.495
69 H 32.603 -24.851 17.557
70 H 31.247 -26.180 15.223
71 H 26.564 -19.400 19.492
72 H 26.411 -27.086 14.802
73 H 32.728 -24.154 15.869
74 H 22.278 -22.007 17.414
75 H 25.765 -27.015 13.026
76 H 24.941 -21.818 12.221
77 H 28.911 -24.609 20.054
78 H 23.993 -24.566 16.982
79 H 24.713 -25.058 13.939
80 H 30.346 -24.039 10.832
81 H 31.689 -21.436 13.666
82 H 30.695 -21.936 18.382
83 H 33.275 -21.481 12.177
84 H 30.506 -26.225 16.650
85 H 24.609 -20.693 13.432
86 H 29.983 -25.651 10.995
87 H 33.321 -25.748 16.280
88 H 26.572 -19.569 21.266
89 H 22.275 -21.420 13.392
90 H 26.108 -24.573 12.996

Properties
Kohn-Sham gap (spin up / spin down) = 8.5 / 9.3 eV
2S+1 = 4
DFT total energy = -152284.22778 eV
net charge = 0

***

Record 4
This record from OMol25 describes a molecular structure, C18H45F12N3O6P2Sr at a distorted geometry. The level of theory is the ωB97M-V functional and the def2-TZVPD basis.

CARTESIAN COORDINATES (ANGSTROEM)
1 Sr -11.875 -9.331 22.643
2 P -14.950 -8.462 21.787
3 P -8.061 -9.147 24.581
4 F -14.967 -6.988 21.056
5 F -13.648 -8.971 20.917
6 F -16.215 -7.985 22.716
7 F -14.864 -9.807 22.668
8 F -7.939 -10.702 24.897
9 F -9.615 -9.258 24.084
10 F -13.874 -7.821 22.842
11 F -6.558 -8.937 25.182
12 F -8.680 -8.766 26.077
13 F -7.472 -9.402 23.087
14 F -8.132 -7.596 24.247
15 F -15.972 -9.137 20.680
16 O -11.334 -7.040 23.703
17 O -12.477 -11.402 21.298
18 O -9.964 -10.165 21.393
19 O -12.941 -9.299 25.192
20 O -16.507 -8.830 15.876
21 O -11.805 -7.246 18.228
22 N -13.617 -7.658 15.809
23 N -11.676 -11.630 23.898
24 N -11.171 -7.626 20.888
25 C -12.959 -12.518 22.008
26 C -11.542 -11.327 25.328
27 C -15.759 -8.329 14.776
28 C -14.274 -8.677 15.009
29 C -13.023 -6.706 17.781
30 C -17.830 -8.553 15.863
31 C -10.941 -6.758 25.066
32 C -12.841 -11.477 19.929
33 C -9.558 -11.483 21.171
34 C -9.588 -9.364 20.262
35 C -12.669 -10.464 25.937
36 C -10.901 -7.637 17.162
37 C -9.751 -7.928 20.718
38 C -11.381 -6.243 21.363
39 C -13.906 -7.850 17.175
40 C -11.115 -5.919 22.830
41 C -12.907 -12.358 23.551
42 C -13.732 -8.325 25.843
43 H -13.787 -11.769 23.810
44 H -8.496 -11.582 20.948
45 H -10.985 -5.485 20.688
46 H -12.294 -13.334 21.722
47 H -10.092 -6.097 25.238
48 H -13.552 -11.083 26.093
49 H -11.548 -7.755 19.959
50 H -18.300 -8.548 14.879
51 H -16.155 -8.904 13.938
52 H -9.727 -12.132 22.030
53 H -14.149 -7.503 25.262
54 H -12.898 -5.772 17.233
55 H -18.058 -7.517 16.118
56 H -13.730 -8.752 14.067
57 H -12.300 -10.116 26.902
58 H -10.980 -12.354 23.785
59 H -14.582 -8.834 26.300
60 H -12.468 -6.209 21.290
61 H -10.015 -11.820 20.241
62 H -13.973 -12.790 21.716
63 H -9.237 -7.218 20.071
64 H -8.518 -9.436 20.068
65 H -11.100 -8.649 16.808
66 H -11.664 -6.327 25.759
67 H -10.612 -10.763 25.388
68 H -10.703 -7.688 25.583
69 H -13.518 -6.287 18.657
70 H -13.150 -7.980 26.698
71 H -12.364 -10.707 19.323
72 H -10.201 -9.557 19.381
73 H -13.900 -11.247 19.809
74 H -15.942 -7.272 14.582
75 H -9.884 -7.599 17.553
76 H -10.058 -5.658 22.899
77 H -12.599 -12.450 19.501
78 H -13.838 -6.713 15.530
79 H -14.219 -9.700 15.383
80 H -9.142 -7.764 21.607
81 H -14.924 -7.556 17.430
82 H -11.050 -6.912 16.363
83 H -11.451 -12.224 25.941
84 H -18.402 -9.278 16.443
85 H -12.936 -13.380 23.929
86 H -11.769 -5.077 23.056
87 H -13.627 -8.837 17.545

Properties
Kohn-Sham gap = 9.0 eV
DFT total energy = -88186.43479 eV
net charge = 0